A cluster of 10 separate species, C37H66N7O16P in total in a non-equilibrium geometry, computed with ωB97M-V/def2-TZVPD.

Geometry as ORCA input:
```
! wB97M-V def2-TZVPD RIJCOSX def2/J DEFGRID3
* xyz 0 1
C -15.68 -6.48 3.89
C -14.87 -7.73 4.29
O -13.97 -7.24 5.29
C -14.30 -5.98 5.63
O -13.79 -5.35 6.49
O -15.29 -5.51 4.86
H -16.76 -6.59 3.99
H -15.42 -6.14 2.89
H -14.33 -8.13 3.44
H -15.49 -8.54 4.67
C -17.47 -3.18 4.29
C -18.01 -1.93 3.64
O -17.12 -0.92 4.16
C -16.36 -1.45 5.14
O -15.56 -0.85 5.78
O -16.57 -2.80 5.30
H -16.99 -3.84 3.56
H -18.31 -3.79 4.64
H -19.03 -1.68 3.94
H -18.01 -2.02 2.56
C -15.92 -4.82 15.29
C -15.32 -3.80 14.33
O -14.12 -3.51 15.02
C -14.25 -3.72 16.33
O -13.51 -3.28 17.15
O -15.40 -4.41 16.55
H -15.62 -5.84 15.07
H -17.00 -4.71 15.29
H -15.90 -2.88 14.24
H -15.15 -4.23 13.35
C -13.44 -0.49 13.48
C -12.40 0.56 13.79
O -12.63 1.45 12.66
C -13.90 1.30 12.25
O -14.46 2.05 11.53
O -14.43 0.16 12.74
H -13.73 -0.97 14.43
H -12.95 -1.31 12.95
H -11.37 0.21 13.75
H -12.61 1.17 14.67
C -11.49 -4.43 11.94
C -10.53 -4.03 10.83
O -10.15 -2.72 11.22
C -10.32 -2.60 12.55
O -9.96 -1.67 13.21
O -10.95 -3.68 13.04
H -11.49 -5.50 12.17
H -12.52 -4.09 11.79
H -11.05 -3.98 9.87
H -9.69 -4.71 10.76
C -14.86 -2.64 8.74
C -15.91 -1.61 9.26
C -15.53 -0.94 10.59
C -14.91 -1.88 11.53
N -14.42 -2.62 12.25
H -14.02 -2.15 8.25
H -15.30 -3.31 8.00
H -14.58 -3.20 9.63
H -16.87 -2.13 9.38
H -16.05 -0.83 8.51
H -16.31 -0.32 11.05
H -14.79 -0.15 10.42
C -20.01 -0.14 8.13
C -19.04 -0.05 6.97
C -19.46 0.73 5.72
C -19.99 2.06 6.09
N -20.35 3.11 6.38
H -20.48 0.84 8.29
H -19.42 -0.34 9.02
H -20.79 -0.88 7.97
H -18.76 -1.07 6.66
H -18.10 0.41 7.29
H -20.30 0.23 5.22
H -18.66 0.90 5.00
C -15.89 2.31 6.74
C -15.74 3.41 7.79
C -17.02 3.60 8.63
C -17.45 2.42 9.38
N -17.81 1.51 9.99
H -16.91 2.40 6.35
H -15.93 1.34 7.25
H -15.17 2.34 5.94
H -15.57 4.37 7.31
H -14.94 3.23 8.52
H -17.80 3.91 7.93
H -16.91 4.42 9.33
C -17.74 -4.79 8.50
C -17.80 -5.71 7.30
C -19.22 -6.01 6.81
C -19.99 -4.78 6.56
N -20.53 -3.79 6.38
H -18.39 -5.10 9.32
H -18.02 -3.77 8.23
H -16.72 -4.77 8.88
H -17.41 -6.70 7.57
H -17.18 -5.37 6.46
H -19.73 -6.71 7.48
H -19.18 -6.56 5.87
O -9.23 2.57 8.73
P -10.64 2.20 8.48
N -11.79 3.37 8.82
C -12.15 4.41 7.87
C -12.09 3.69 10.18
N -11.10 0.89 9.44
C -12.51 0.49 9.55
C -10.36 0.67 10.69
N -10.94 1.77 6.87
C -9.81 1.31 6.07
C -12.30 1.51 6.38
H -11.56 5.30 8.11
H -13.19 4.68 8.10
H -12.04 4.15 6.82
H -13.13 3.97 10.36
H -11.52 4.58 10.49
H -11.82 2.99 10.97
H -12.66 -0.22 10.37
H -13.13 1.34 9.86
H -12.93 0.04 8.65
H -9.34 0.38 10.43
H -10.34 1.57 11.32
H -10.75 -0.11 11.35
H -10.15 1.21 5.04
H -9.00 2.03 6.10
H -9.45 0.35 6.47
H -12.98 2.23 6.83
H -12.61 0.52 6.71
H -12.41 1.52 5.30
*
```

SMILES string: CN(C)P(=O)(N(C)C)N(C)C.O=C1OCCO1.O=C1OCCO1.O=C1OCCO1.O=C1OCCO1.O=C1OCCO1.CCCC#N.CCCC#N.CCCC#N.CCCC#N
Kohn-Sham gap: 0.287 hartree
calculated total energy: -91919.1000 eV
F_max: 3.17 eV/A


A structure of composition C37H67AsGeKN6O2S3Sb in a non-equilibrium geometry, computed with ωB97M-V/def2-TZVPD.

Geometry as ORCA input:
```
! wB97M-V def2-TZVPD RIJCOSX def2/J DEFGRID3
* xyz -2 1
K -0.12 1.28 -0.31
C 1.86 3.79 4.09
C 1.83 3.21 2.71
N 1.22 3.73 1.71
N 0.79 5.03 1.87
C -0.37 5.42 1.50
N -0.53 6.80 1.36
S -1.87 4.57 1.15
C 2.63 1.97 2.44
C 3.46 1.46 3.43
C 4.33 0.42 3.11
C 4.34 -0.06 1.82
C 3.43 0.47 0.91
N 2.59 1.45 1.21
H 1.25 4.69 4.11
H 2.87 4.04 4.41
H 1.44 3.07 4.80
H 0.22 7.30 1.81
H -1.44 7.14 1.62
H 3.43 1.86 4.43
H 4.98 0.01 3.87
H 5.01 -0.87 1.52
H 3.36 0.09 -0.10
C 1.40 -2.18 -5.14
C 0.35 -1.63 -4.18
N 0.13 -0.20 -4.33
C -0.81 0.20 -5.37
C -2.27 0.19 -4.92
C 0.82 0.71 -3.62
S 2.17 0.25 -2.68
N 0.45 2.01 -3.79
C -0.58 2.50 -3.15
O -1.27 1.93 -2.26
C -0.96 3.92 -3.50
C -0.39 4.57 -4.59
C -0.77 5.87 -4.91
C -1.71 6.53 -4.12
C -2.26 5.88 -3.02
C -1.89 4.58 -2.72
H 1.49 -3.26 -5.04
H 2.37 -1.73 -4.91
H 1.15 -1.96 -6.18
H 0.63 -1.82 -3.15
H -0.62 -2.13 -4.35
H -0.68 -0.50 -6.21
H -0.53 1.19 -5.71
H -2.59 -0.81 -4.63
H -2.91 0.53 -5.73
H -2.41 0.85 -4.06
H 0.35 4.05 -5.18
H -0.33 6.37 -5.76
H -2.00 7.55 -4.36
H -2.97 6.40 -2.39
H -2.30 4.07 -1.86
C -1.83 -3.07 -0.63
C -2.98 -2.08 -0.77
C -2.32 -0.85 -1.41
O -0.91 -1.03 -1.27
C -0.68 -2.12 -0.37
H -1.67 -3.64 -1.56
H -1.97 -3.76 0.20
H -3.36 -1.83 0.23
H -3.81 -2.46 -1.38
H -2.64 0.08 -0.92
H -2.54 -0.75 -2.47
H -0.72 -1.79 0.68
H 0.31 -2.52 -0.60
C 5.05 -2.37 -2.16
C 4.00 -3.43 -1.86
Sb 3.06 -3.16 0.06
C 1.85 -4.94 -0.10
C 0.97 -5.16 1.13
C 4.72 -4.07 1.10
C 4.57 -4.10 2.61
H 5.61 -2.59 -3.07
H 5.78 -2.28 -1.35
H 4.58 -1.39 -2.29
H 4.44 -4.44 -1.86
H 3.21 -3.41 -2.61
H 2.53 -5.78 -0.27
H 1.25 -4.81 -1.00
H 1.56 -5.33 2.02
H 0.31 -6.02 1.00
H 0.34 -4.29 1.33
H 5.61 -3.49 0.81
H 4.86 -5.07 0.68
H 4.30 -3.12 3.01
H 5.48 -4.42 3.12
H 3.77 -4.78 2.92
C -6.33 -0.40 1.52
As -4.80 0.75 1.04
C -5.52 2.37 1.88
C -5.41 1.16 -0.79
S -1.79 2.67 1.90
H -7.29 0.05 1.23
H -6.32 -0.55 2.60
H -6.22 -1.37 1.04
H -6.55 2.55 1.56
H -4.88 3.21 1.62
H -5.48 2.25 2.96
H -6.43 1.56 -0.78
H -5.38 0.25 -1.39
H -4.73 1.89 -1.23
C -0.07 0.41 4.86
Ge -0.32 -1.46 4.29
C -0.43 -2.53 5.97
C 1.51 -1.97 3.66
C -1.67 -1.74 3.01
H 0.83 0.50 5.48
H -0.93 0.78 5.42
H 0.04 1.06 3.98
H 0.47 -2.40 6.59
H -0.52 -3.59 5.73
H -1.30 -2.24 6.56
H 2.26 -1.86 4.45
H 1.80 -1.33 2.82
H 1.51 -3.00 3.31
H -2.33 -0.87 2.91
H -2.25 -2.65 3.17
*
```

ΔE to the lowest compared entry with this formula, charge and spin: 25.7 kcal/mol
Kohn-Sham gap: 0.157 hartree
calculated total energy: -225214.6107 eV
F_max: 1.35 eV/A


A cluster of 9 separate species, C37H68BN4O10 in total in a non-equilibrium geometry, computed with ωB97M-V/def2-TZVPD.

Geometry as ORCA input:
```
! wB97M-V def2-TZVPD RIJCOSX def2/J DEFGRID3
* xyz 1 1
C -3.21 0.20 -0.16
C -2.28 -0.40 -1.28
O -1.55 -1.58 -0.86
B -0.17 -1.43 -1.12
O 0.37 -1.67 -2.38
C 0.71 -0.93 0.16
N 1.78 0.01 0.08
C 2.14 0.09 1.41
N 3.11 0.80 2.00
C 4.03 1.64 1.22
C 5.48 1.75 1.79
C 6.18 3.02 1.55
C 7.57 3.24 1.99
C 8.28 2.19 2.72
C 7.60 0.93 2.96
C 6.22 0.70 2.50
C 5.60 -0.71 2.76
N 1.37 -0.69 2.27
N 0.51 -1.33 1.44
C -0.44 -2.29 2.03
H -2.86 1.22 0.22
H -4.23 0.40 -0.60
H -3.36 -0.47 0.73
H -1.53 0.40 -1.56
H -2.91 -0.64 -2.18
H 0.93 -2.47 -2.34
H 3.21 0.70 3.01
H 3.60 2.69 1.24
H 4.08 1.35 0.14
H 5.70 3.86 0.99
H 8.12 4.19 1.79
H 9.33 2.32 3.10
H 8.11 0.10 3.50
H 6.32 -1.36 3.32
H 4.67 -0.61 3.39
H 5.33 -1.20 1.79
H 1.44 -0.81 3.28
H -0.99 -1.90 2.94
H 0.19 -3.16 2.39
H -1.13 -2.74 1.26
C -3.22 0.40 6.42
C -2.51 -0.04 5.17
O -2.14 -1.19 5.03
C -2.29 1.00 4.10
H -3.31 -0.44 7.10
H -2.65 1.19 6.91
H -4.22 0.76 6.17
H -1.68 1.81 4.49
H -3.25 1.38 3.75
H -1.77 0.54 3.25
C -0.08 3.16 -0.81
C -1.45 3.73 -1.08
O -2.45 3.27 -0.56
C -1.53 4.90 -2.03
H -0.17 2.33 -0.10
H 0.36 2.79 -1.73
H 0.56 3.92 -0.36
H -1.15 4.60 -3.01
H -0.96 5.74 -1.64
H -2.57 5.20 -2.14
C 2.92 -4.67 0.21
C 3.30 -4.02 -1.09
O 2.46 -3.68 -1.89
C 4.77 -3.82 -1.35
H 1.83 -4.76 0.27
H 3.35 -5.68 0.26
H 3.27 -4.07 1.05
H 5.28 -4.78 -1.36
H 5.20 -3.17 -0.58
H 4.90 -3.34 -2.32
C 3.78 0.30 -2.86
C 3.93 1.53 -3.72
O 4.84 2.31 -3.56
C 2.90 1.74 -4.80
H 4.59 0.28 -2.13
H 2.83 0.33 -2.33
H 3.84 -0.60 -3.48
H 1.90 1.84 -4.35
H 2.91 0.91 -5.51
H 3.12 2.66 -5.34
C -2.85 7.03 -6.43
C -2.71 7.03 -4.93
O -2.22 6.09 -4.34
C -3.19 8.26 -4.20
H -2.46 6.09 -6.83
H -3.90 7.12 -6.71
H -2.28 7.85 -6.86
H -4.26 8.40 -4.37
H -2.63 9.14 -4.53
H -3.03 8.12 -3.13
C -8.12 1.57 -0.36
C -7.77 2.24 -1.66
O -8.62 2.60 -2.44
C -6.30 2.44 -1.97
H -9.20 1.49 -0.28
H -7.69 0.57 -0.33
H -7.74 2.17 0.48
H -5.79 1.48 -2.01
H -5.85 3.07 -1.20
H -6.20 2.93 -2.93
C 2.57 -9.69 0.38
C 2.70 -8.44 -0.45
O 3.59 -7.64 -0.25
C 1.68 -8.23 -1.54
H 3.37 -9.71 1.12
H 1.61 -9.70 0.89
H 2.67 -10.57 -0.26
H 0.68 -8.18 -1.11
H 1.74 -9.05 -2.27
H 1.89 -7.29 -2.06
C -6.38 -2.63 2.31
C -5.21 -2.12 3.11
O -5.13 -0.95 3.44
C -4.13 -3.11 3.48
H -7.07 -1.81 2.11
H -6.02 -3.03 1.35
H -6.90 -3.41 2.87
H -3.68 -3.52 2.58
H -4.55 -3.90 4.10
H -3.36 -2.60 4.06
*
```

Kohn-Sham gap: 0.285 hartree
calculated total energy: -66578.0045 eV
F_max: 4.19 eV/A